<w>
{"formula": "C2H3Cl2N2", "method": "wB97M-V/def2-TZVPD", "symbols": ["C", "C", "N", "N", "Cl", "Cl", "H", "H", "H"], "positions_angstrom": [[-0.98562, 0.90931, 0.18712], [0.57312, -0.74727, 0.11784], [-2.10190, 0.35248, 0.09140], [1.86614, -0.19241, -0.06842], [-3.45895, 1.37943, 0.13061], [-2.66866, -1.31480, -0.02086], [1.90257, 0.79204, -0.09848], [2.19768, -0.77371, -0.89936], [2.67562, -0.40508, 0.56016]], "lowdin_charge": [-0.0181, 0.1368, -1.0329, 0.0410, 0.7140, 0.6516, 0.1268, 0.1995, 0.1811], "homo_lumo_gap_ev": [8.11, 7.10], "e_lumo_ev": [-5.29, -6.57], "total_charge": 1}

<x>
{"formula": "C2H3Cl2N2", "method": "wB97M-V/def2-TZVPD", "symbols": ["C", "C", "N", "N", "Cl", "Cl", "H", "H", "H"], "positions_angstrom": [[-2.68231, -0.11480, 0.36638], [-1.52486, 0.04438, 0.24043], [-4.09070, -0.13798, 0.61736], [-0.09124, 0.17197, -0.02356], [-4.84098, -1.42830, -0.26069], [-4.46836, 1.43859, 0.00532], [-0.16205, 0.84114, -0.89555], [0.25414, -0.71182, -0.17571], [0.27287, 0.71382, 0.88192]], "lowdin_charge": [-0.2605, -0.0395, -0.8680, 0.2283, 0.6495, 0.6636, 0.2430, 0.1294, 0.2542], "homo_lumo_gap_ev": 9.39, "e_lumo_ev": -4.65, "total_charge": 1}

Least stable structure among those shown: <w>.